{
  "formula": "C17H29BF4LuNO2P2",
  "method": "ωB97M-V/def2-TZVPD",
  "homo_lumo_gap_ev": 7.142,
  "multiplicity": 1,
  "relative_energy_kcal_mol": 0.0,
  "e_tot_ha": -3213.2074,
  "lumo_energy_ev": 0.302,
  "symbols": ["Lu", "P", "P", "F", "F", "F", "F", "O", "O", "N", "C", "C", "C", "C", "C", "C", "C", "C", "C", "C", "C", "C", "C", "C", "C", "C", "C", "B", "H", "H", "H", "H", "H", "H", "H", "H", "H", "H", "H", "H", "H", "H", "H", "H", "H", "H", "H", "H", "H", "H", "H", "H", "H", "H", "H", "H", "H"],
  "positions_angstrom": [[0.01861, 0.13356, 0.79843], [-2.52183, 0.16646, -0.13847], [2.57569, 0.10661, -0.02147], [0.95589, 2.34037, 4.33740], [-0.14952, 1.41407, 2.43951], [1.36976, 0.12289, 3.73412], [-0.70418, 0.72919, 4.64707], [0.87129, -0.73072, -3.18038], [-1.68337, -0.45007, -3.96225], [0.05878, 1.74347, -0.96221], [1.23682, 2.27598, -1.37529], [-1.07334, -1.88607, 2.75289], [3.63014, 0.40314, 1.43938], [0.14046, 3.67745, -2.99796], [3.72005, -0.69516, -1.18024], [-0.10663, -3.99213, 3.49342], [-0.51778, -2.10063, 1.49817], [-1.10522, 2.07348, -1.65844], [-3.58185, 0.98452, 1.12225], [0.09832, -3.29164, 1.17191], [-0.84055, -2.83428, 3.76972], [2.54665, 1.82590, -0.75018], [-1.05522, 3.07972, -2.65544], [-2.32176, 1.38785, -1.41200], [1.31007, 3.26474, -2.35429], [0.34046, -4.23639, 2.19178], [-3.59285, -1.11061, -0.87835], [0.43428, 1.12638, 3.99255], [3.84297, -1.74672, -0.89316], [0.88912, -5.15333, 1.96033], [2.85083, 2.53601, 0.03935], [3.30087, -0.65219, -2.19170], [1.26358, -1.46866, -3.67149], [-0.07073, -1.38625, -0.59080], [3.32236, 1.83457, -1.53221], [-3.68860, 0.33044, 1.99945], [0.22111, -0.76529, -1.00078], [4.69854, -0.19414, -1.15537], [3.71134, -0.53791, 1.99769], [2.28657, 3.67325, -2.60981], [4.62942, 0.73488, 1.12431], [-1.22349, -2.63385, 4.77363], [0.45381, -3.48805, 0.15612], [-1.99320, 3.33149, -3.15360], [-4.56804, 1.18597, 0.68128], [-1.64692, -0.98374, 3.00896], [-4.62785, -0.74609, -0.92889], [-0.05065, -0.63279, -3.55760], [3.16936, 1.14753, 2.10257], [-2.07685, 0.27180, -3.42185], [0.18294, 4.44542, -3.77246], [-3.54407, -2.00902, -0.24777], [-3.23226, -1.35928, -1.88620], [-3.19863, 1.76721, -1.94787], [-1.94434, -0.25172, -4.87687], [-3.11718, 1.92825, 1.44001], [0.10681, -4.70588, 4.29308]]
}

{
  "formula": "C17H29BF4LuNO2P2",
  "method": "ωB97M-V/def2-TZVPD",
  "homo_lumo_gap_ev": 7.537,
  "multiplicity": 1,
  "relative_energy_kcal_mol": 18.7,
  "e_tot_ha": -3213.1777,
  "lumo_energy_ev": 0.469,
  "symbols": ["Lu", "P", "P", "F", "F", "F", "F", "O", "O", "N", "C", "C", "C", "C", "C", "C", "C", "C", "C", "C", "C", "C", "C", "C", "C", "C", "C", "B", "H", "H", "H", "H", "H", "H", "H", "H", "H", "H", "H", "H", "H", "H", "H", "H", "H", "H", "H", "H", "H", "H", "H", "H", "H", "H", "H", "H", "H"],
  "positions_angstrom": [[-0.03113, 0.01105, 0.30102], [-2.57402, 0.30201, -0.30466], [2.53659, 0.27567, -0.02386], [1.42072, -0.02443, 4.08540], [-0.74612, 0.38056, 4.90636], [0.68336, 2.14147, 4.42287], [0.29795, 1.12632, 1.92888], [-1.55267, -0.41019, -3.72806], [1.05907, -0.79348, -3.45581], [0.04125, 1.80060, -1.26028], [-0.15541, -3.83144, 3.49236], [3.34068, 0.32691, 1.59180], [0.26777, -4.12294, 2.18310], [-1.12946, 2.20616, -1.87937], [-0.87945, -1.62204, 2.75284], [-3.41334, -1.24382, -0.78688], [-0.64495, -2.55570, 3.78418], [2.47578, 1.97961, -0.73038], [-2.37371, 1.50078, -1.59296], [0.20122, -3.13201, 1.18396], [3.41574, -0.83301, -1.12283], [1.29223, 3.42531, -2.47979], [-3.37420, 0.92137, 1.21094], [0.14330, 3.86172, -3.13903], [-0.46448, -1.97004, 1.48517], [1.21996, 2.40847, -1.53063], [-1.05636, 3.25067, -2.82506], [0.43005, 0.82888, 4.40439], [2.93453, -0.83818, -2.11039], [0.25117, -1.16203, -1.54717], [1.16192, -1.72299, -3.71626], [4.46768, -0.53922, -1.20269], [-4.49106, -1.10971, -0.94391], [-2.85956, 1.82662, 1.56327], [0.71226, -5.09817, 1.93995], [3.24534, -0.65937, 2.06885], [-3.31419, 0.18093, 2.02276], [-1.41619, -0.67972, 2.94840], [-3.26909, -2.00340, -0.00301], [0.66584, -3.27955, 0.19846], [3.39421, 2.07768, -1.32624], [-1.89927, -0.10667, -4.58064], [-0.86570, -2.30167, 4.82254], [4.40232, 0.58813, 1.52595], [2.82256, 1.03595, 2.25247], [-0.04120, -4.58889, 4.28361], [2.25047, 3.87724, -2.70519], [-4.43164, 1.15612, 1.03562], [-3.28056, 1.89459, -2.06668], [0.09813, -0.58236, -3.65036], [-1.98710, 0.17799, -3.05907], [-1.97654, 3.55424, -3.30962], [3.35035, -1.85386, -0.71499], [-0.15678, -1.71755, -1.15438], [-2.97348, -1.65583, -1.70603], [0.18731, 4.66725, -3.87614], [2.58789, 2.65396, 0.13722]]
}